Formula: C47H42N4O3RhTe
Source: the OMol25 dataset
Level of theory: the ωB97M-V functional and the def2-TZVPD basis

## Properties
E_LUMO (alpha / beta): -0.09991 / -0.19993 hartree
Charge: +1
Relative energy (zero: lowest compared OMol25 entry of this formula, charge and spin): 33.4 kJ/mol
Max |F|: 0.028 hartree/bohr
E_tot: -2639.24466 a.u.
<S²>: 6.0492
Spin multiplicity: 5
HOMO-LUMO gap (alpha / beta): 7.68 / 5.06 eV

Positions of all 98 atoms, in Å:
Rh 0.301 -0.458 1.998
C 0.601 0.203 4.248
C 1.955 -0.125 4.026
C 2.042 -1.518 3.798
C 0.753 -2.073 3.928
C -0.152 -1.014 4.192
H 0.230 1.161 4.580
H 2.783 0.560 4.050
H 2.952 -2.060 3.609
H 0.508 -3.122 3.906
H -1.179 -1.118 4.508
C 3.066 1.504 -4.290
C 2.760 1.099 -2.886
C 3.539 0.162 -2.199
C 3.300 -0.137 -0.880
C 3.945 -1.336 -0.254
O 3.814 -2.398 -0.838
C 4.619 -1.214 1.047
C 5.005 -2.400 1.680
C 5.611 -2.364 2.919
C 5.837 -1.148 3.544
C 5.476 0.036 2.917
C 4.871 0.008 1.673
C 2.215 0.466 -0.159
O 2.094 0.226 1.080
C 1.314 1.288 -0.925
C 1.637 1.599 -2.247
C 0.066 1.752 -0.355
N -0.393 1.295 0.759
C -1.633 1.741 1.334
C -2.583 0.558 1.461
Te -4.505 1.201 2.226
C -3.610 2.145 3.934
C -3.186 3.464 3.873
C -2.592 4.046 4.979
C -2.432 3.320 6.148
C -2.877 2.011 6.213
C -3.464 1.423 5.107
C -0.665 2.774 -1.142
C -0.076 4.014 -1.373
C -0.745 4.967 -2.118
C -1.992 4.681 -2.649
C -2.579 3.447 -2.424
C -1.924 2.496 -1.664
H 3.945 0.990 -4.666
H 3.234 2.580 -4.342
H 2.224 1.281 -4.944
H 4.333 -0.358 -2.715
H 4.814 -3.337 1.180
H 5.904 -3.285 3.400
H 6.299 -1.117 4.520
H 5.670 0.984 3.400
H 4.602 0.937 1.192
H 0.972 2.233 -2.814
H -2.098 2.542 0.751
H -1.414 2.115 2.341
H -2.140 -0.189 2.138
H -2.758 0.091 0.493
H -3.330 4.042 2.970
H -2.263 5.072 4.934
H -1.970 3.778 7.009
H -2.781 1.451 7.130
H -3.825 0.405 5.163
H 0.903 4.222 -0.969
H -0.291 5.931 -2.282
H -2.512 5.420 -3.238
H -3.552 3.224 -2.833
H -2.376 1.528 -1.494
C -4.432 0.171 -3.938
C -3.371 -0.883 -4.030
C -3.677 -2.187 -4.400
C -2.688 -3.146 -4.503
C -1.362 -2.825 -4.221
N -0.378 -3.814 -4.373
C 0.869 -3.884 -3.815
O 1.782 -4.451 -4.359
N 1.039 -3.269 -2.572
C 0.138 -3.179 -1.539
C -1.062 -3.895 -1.469
C -1.862 -3.751 -0.354
C -1.478 -2.890 0.660
N -0.344 -2.196 0.599
C 0.441 -2.343 -0.458
C -1.045 -1.521 -3.849
C -2.042 -0.570 -3.762
H -5.363 -0.173 -4.382
H -4.113 1.072 -4.458
H -4.619 0.437 -2.898
H -4.701 -2.456 -4.616
H -2.936 -4.149 -4.821
H -0.483 -4.419 -5.180
H 2.015 -3.114 -2.334
H -1.331 -4.589 -2.245
H -2.774 -4.315 -0.262
H -2.085 -2.780 1.547
H 1.368 -1.789 -0.462
H -0.018 -1.240 -3.667
H -1.778 0.446 -3.502